78
Properties=species:S:1:pos:R:3:forces:R:3 method="wB97M-V/def2-TZVPD" total_charge=0 lumo_ev="-0.65 / -0.65" homo_lumo_gap_ev="7.98 / 7.98" e_homo_ev="-8.634 / -8.634" spin_multiplicity=7
H 3.180115 -3.597238 -5.730367 -0.12 -0.01 0.04
N 0.440575 -0.044076 5.754349 0.38 -0.22 0.60
H -0.386839 -5.257479 3.135295 -0.28 0.27 -0.12
O -1.110210 -1.322264 2.996236 -1.07 -1.24 0.35
H -2.387349 0.436110 -3.887055 -0.03 -0.01 0.27
H 0.295197 2.231862 8.251807 0.15 -0.23 -0.06
Cl 2.714529 1.599707 3.711422 -0.05 0.18 0.22
H 2.169697 -3.493893 -3.030798 0.09 0.20 0.21
C -0.518998 1.181860 -6.424863 0.09 -0.26 0.27
C 0.036435 4.790275 0.710385 0.40 -0.07 -0.02
H -0.066594 2.639935 -3.177781 -0.16 -0.10 0.34
C -1.471775 -2.492751 3.308595 0.73 0.46 -0.51
H -1.856279 -2.722736 4.321384 0.31 0.06 -0.33
H -1.899298 -2.542035 0.677214 0.16 -0.15 0.12
C -2.322596 0.077724 -2.853143 -0.28 0.21 -0.17
H 0.969961 5.002100 1.254135 -0.38 0.12 -0.26
H -2.332024 2.910643 0.327797 0.22 0.24 0.35
H 0.044566 2.673690 -7.868057 0.08 0.00 0.38
C 2.457486 -2.452861 -2.836279 -0.04 -0.06 0.18
H 0.536641 2.622295 -1.507510 -0.21 -0.07 -0.10
Si -0.763370 0.575065 -1.950648 1.05 -0.42 -0.52
H -0.156609 -2.916710 0.894908 -0.21 -0.12 -0.07
H -0.631752 5.661100 0.720209 0.33 -0.21 0.08
N -1.431929 -3.526970 2.469665 -0.20 0.52 0.29
C -0.336013 2.394440 -2.137920 -0.22 0.17 -0.04
C 1.874394 1.808994 -5.112770 -0.35 -0.40 -0.28
H -2.442815 -1.013808 -2.867156 0.06 0.19 0.08
H 2.166799 3.278290 -6.669351 -0.26 -0.18 0.11
O 0.577341 -0.270615 -2.500439 -0.55 -0.05 0.10
C 2.105753 -3.383176 -5.670390 0.05 -0.44 -0.37
H 2.777269 2.062793 -4.544825 -0.30 -0.09 -0.37
H -1.342692 -4.226800 0.527244 0.14 0.15 -0.07
O -0.402386 1.708738 2.531224 0.35 1.37 -0.50
Cl 1.767951 -2.557853 3.581110 -0.22 -0.18 0.39
H -0.233189 -2.009714 5.837298 0.02 0.37 0.10
C 1.087113 0.729031 -4.682628 0.52 0.00 0.35
H 1.648420 -4.141907 -5.025409 0.12 0.12 -0.03
Tb 0.935999 -0.149398 3.043600 0.75 -0.56 -0.08
C -1.414985 -4.911231 2.941869 -0.03 -0.04 0.07
H 0.293041 4.537332 -0.330838 -0.21 0.13 0.33
C -2.077952 3.533474 1.205169 -0.08 -0.14 -0.14
H -1.999290 -5.022412 3.861979 0.10 0.12 -0.18
H -1.281215 -1.767266 8.089040 0.24 0.05 0.05
C -1.013220 0.065657 -0.174645 0.32 0.24 0.17
C 0.317755 2.175101 -6.935338 0.12 0.02 0.03
H -1.854527 -5.534805 2.160260 -0.01 0.01 0.23
C -0.991727 0.387746 9.746321 -0.69 0.26 2.15
C 0.090264 2.755977 2.016563 -0.63 -0.55 0.25
N -0.628936 3.672757 1.375781 -0.16 -0.37 0.06
C 1.512293 2.497889 -6.276813 -0.13 -0.12 0.16
H 2.050559 -2.122567 -1.872667 0.13 -0.18 -0.17
H -3.166369 0.505122 -2.290314 0.05 -0.14 -0.17
H 1.167731 2.966141 2.082375 -0.18 -0.11 0.04
C -0.715264 -0.943928 7.666532 0.16 -0.29 -0.33
C 0.667345 1.076688 6.461876 -0.50 0.13 -0.02
Cl 2.053229 -0.479450 0.758377 0.08 0.10 0.03
H -0.190086 0.490018 0.420646 -0.48 -0.19 -0.35
H -0.917713 -1.022837 -0.085449 -0.04 0.40 -0.12
H -2.492433 4.539043 1.048568 0.05 -0.38 0.15
H -1.482430 0.954257 -6.880949 0.30 0.11 -0.10
H -2.516166 3.066349 2.095890 0.18 0.17 -0.25
H -1.178747 3.037306 -1.844646 0.21 -0.02 -0.03
C 0.160179 1.277263 7.750757 0.19 0.00 -0.21
C 1.564536 -0.147352 -3.531721 -0.03 0.00 0.34
C -0.542600 0.245102 8.372536 0.21 0.05 -0.19
H -1.965793 0.386124 0.264265 0.06 -0.08 -0.16
N -1.305418 0.506813 10.869208 0.69 -0.29 -2.70
C -0.115326 0.428394 -5.320153 0.16 0.31 -0.22
C -1.182633 -3.281532 1.044688 0.29 -0.01 0.31
H 3.558613 -2.426600 -2.767914 -0.32 0.05 -0.04
C 1.958231 -1.570615 -3.941769 -0.47 0.22 -0.91
H -0.705593 -0.415338 -4.959009 0.17 0.30 -0.18
H 1.690297 -3.517277 -6.673137 0.10 -0.10 0.09
H 2.465471 0.290049 -3.061749 -0.31 0.16 -0.17
C -0.165877 -1.065545 6.384294 -0.45 0.50 0.16
H 1.260072 1.851106 5.960265 -0.33 -0.31 0.13
H 1.570076 -1.284413 -5.995428 -0.10 -0.15 0.28
C 1.831115 -1.994870 -5.211226 0.26 0.61 0.69